(1)
DFT (ωB97M-V/def2-TZVPD) results for a structure of composition C31H42BrN3NiP2.

Properties
Multiplicity: 3
Relative energy (zero: lowest compared OMol25 entry of this formula, charge and spin) in kJ/mol: 0.0
Expectation value of S²: 2.129
Total charge: +2
Calculated total energy in eV: -166942.4135
LUMO (spin up / spin down) in eV: -7.94 / -9.91

Atoms and positions in Å:
C (-0.871, 7.102, -3.759)
C (-1.048, 5.718, -4.002)
C (-1.359, 5.335, -5.330)
C (-1.474, 6.324, -6.312)
N (-1.306, 7.638, -6.082)
C (-1.011, 8.001, -4.821)
C (-0.918, 4.757, -2.962)
C (-0.806, 3.927, -2.062)
C (-0.677, 2.966, -1.022)
C (0.389, 3.040, -0.089)
C (0.511, 2.092, 0.931)
C (-0.416, 1.032, 1.072)
C (-1.477, 0.965, 0.138)
C (-1.610, 1.906, -0.888)
Ni (-0.234, -0.323, 2.539)
P (1.657, -1.229, 1.517)
H (-1.507, 4.280, -5.578)
H (-0.629, 7.457, -2.753)
H (-1.715, 6.041, -7.345)
H (-0.876, 9.077, -4.646)
H (-2.437, 1.834, -1.601)
H (1.117, 3.854, -0.179)
H (-2.216, 0.158, 0.213)
H (1.347, 2.179, 1.635)
C (1.953, -2.891, 2.297)
C (2.937, -3.870, 1.644)
H (0.947, -3.346, 2.349)
H (2.223, -2.657, 3.343)
H (3.179, -4.681, 2.355)
H (2.503, -4.340, 0.745)
H (3.883, -3.386, 1.355)
C (1.552, -1.495, -0.321)
C (2.626, -0.875, -1.224)
H (0.555, -1.113, -0.602)
H (1.489, -2.591, -0.459)
H (2.367, -1.051, -2.283)
H (2.689, 0.217, -1.078)
H (3.627, -1.300, -1.049)
C (3.153, -0.166, 1.818)
C (4.542, -0.816, 1.788)
H (2.963, 0.268, 2.815)
H (3.076, 0.660, 1.086)
H (5.315, -0.042, 1.941)
H (4.650, -1.551, 2.604)
H (4.759, -1.323, 0.834)
Br (-0.002, -2.042, 4.400)
P (-2.915, -3.917, -1.804)
C (-1.038, -3.964, -1.666)
C (-0.434, -5.367, -1.816)
H (-0.726, -3.494, -0.712)
H (-0.657, -3.314, -2.477)
H (0.637, -5.310, -2.082)
H (-0.516, -5.951, -0.884)
H (-0.953, -5.936, -2.608)
C (-3.394, -3.586, -0.017)
C (-4.805, -4.057, 0.357)
H (-3.319, -2.489, 0.112)
H (-2.640, -4.040, 0.657)
H (-4.886, -4.234, 1.445)
H (-5.564, -3.305, 0.077)
H (-5.065, -5.002, -0.151)
C (-3.114, -2.160, -2.440)
C (-3.379, -2.088, -3.949)
H (-2.221, -1.562, -2.168)
H (-3.968, -1.727, -1.886)
H (-3.860, -1.131, -4.222)
H (-2.443, -2.164, -4.531)
H (-4.041, -2.910, -4.275)
N (3.651, 0.684, 7.552)
C (2.907, 1.019, 6.734)
C (1.971, 1.424, 5.718)
C (1.450, 2.719, 5.733)
C (0.517, 3.084, 4.777)
C (0.117, 2.150, 3.820)
N (0.623, 0.879, 3.767)
C (1.540, 0.525, 4.745)
H (1.748, 3.426, 6.496)
H (0.077, 4.071, 4.799)
H (-0.674, 2.462, 3.145)
H (1.958, -0.473, 4.779)

(2)
DFT (ωB97M-V/def2-TZVPD) results for a structure of composition C31H42BrN3P2Pt.

Properties
Multiplicity: 5
Relative energy (zero: lowest compared OMol25 entry of this formula, charge and spin) in kJ/mol: 0.0
Expectation value of S²: 6.077
Total charge: +4
Calculated total energy in eV: -129117.6269
LUMO (spin up / spin down) in eV: -12.42 / -14.82

Atoms and positions in Å:
C (-3.263, -3.126, -4.044)
C (-3.027, -1.748, -4.253)
C (-4.109, -0.847, -4.145)
C (-5.375, -1.372, -3.851)
N (-5.571, -2.670, -3.681)
C (-4.563, -3.534, -3.757)
C (-1.705, -1.247, -4.489)
C (-0.593, -0.713, -4.444)
C (0.648, -0.337, -3.893)
C (1.360, -1.277, -3.131)
C (2.113, -0.785, -2.065)
C (1.709, 0.455, -1.570)
C (1.641, 1.419, -2.612)
C (1.090, 0.997, -3.827)
Pt (1.521, 0.674, 0.473)
P (-0.610, -0.292, 0.706)
H (-3.967, 0.236, -4.274)
H (-2.443, -3.846, -4.082)
H (-6.239, -0.700, -3.771)
H (-4.778, -4.589, -3.601)
H (0.907, 1.666, -4.653)
H (1.208, -2.362, -3.296)
H (2.001, 2.430, -2.410)
H (2.947, -1.333, -1.615)
C (-1.109, -0.234, 2.483)
C (-2.577, -0.336, 2.898)
H (-0.670, 0.682, 2.903)
H (-0.550, -1.065, 2.939)
H (-2.614, -0.267, 3.993)
H (-3.198, 0.472, 2.499)
H (-3.030, -1.296, 2.629)
C (-1.973, 0.447, -0.309)
C (-3.327, -0.263, -0.408)
H (-1.552, 0.554, -1.323)
H (-2.118, 1.465, 0.080)
H (-4.013, 0.392, -0.960)
H (-3.269, -1.205, -0.969)
H (-3.784, -0.465, 0.568)
C (-0.783, -2.081, 0.260)
C (-1.784, -2.956, 1.015)
H (0.217, -2.515, 0.343)
H (-1.019, -2.086, -0.811)
H (-1.710, -3.977, 0.620)
H (-1.586, -3.017, 2.091)
H (-2.825, -2.641, 0.885)
Br (3.680, 1.810, 1.230)
P (0.483, 3.064, 0.904)
C (-1.170, 3.338, 1.727)
C (-1.398, 4.680, 2.418)
H (-1.268, 2.520, 2.454)
H (-1.947, 3.172, 0.967)
H (-2.426, 4.703, 2.798)
H (-0.730, 4.823, 3.272)
H (-1.282, 5.532, 1.739)
C (1.622, 4.091, 1.916)
C (1.990, 5.458, 1.388)
H (2.568, 3.502, 1.958)
H (1.258, 4.114, 2.951)
H (2.807, 5.861, 1.999)
H (2.367, 5.411, 0.359)
H (1.162, 6.172, 1.429)
C (0.304, 3.793, -0.780)
C (-0.446, 5.117, -0.934)
H (-0.186, 3.014, -1.387)
H (1.327, 3.882, -1.175)
H (-0.469, 5.381, -2.000)
H (-1.484, 5.051, -0.590)
H (0.047, 5.942, -0.408)
N (2.792, -1.756, 6.190)
C (2.794, -1.853, 5.025)
C (2.785, -2.032, 3.592)
C (3.234, -3.228, 3.026)
C (3.139, -3.389, 1.652)
C (2.559, -2.364, 0.879)
N (2.254, -1.177, 1.430)
C (2.358, -1.004, 2.754)
H (3.653, -4.004, 3.662)
H (3.463, -4.290, 1.151)
H (2.355, -2.526, -0.176)
H (2.087, -0.009, 3.118)

(3)
DFT (ωB97M-V/def2-TZVPD) results for a structure of composition C31H42BrN3P2Re.

Properties
Multiplicity: 4
Relative energy (zero: lowest compared OMol25 entry of this formula, charge and spin) in kJ/mol: 0.0
Expectation value of S²: 3.790
Total charge: +4
Calculated total energy in eV: -127999.3515
LUMO (spin up / spin down) in eV: -13.23 / -15.22

Atoms and positions in Å:
C (0.414, 4.792, -1.181)
C (0.102, 3.621, -1.906)
C (-0.315, 3.745, -3.239)
C (-0.497, 5.037, -3.772)
N (-0.302, 6.131, -3.052)
C (0.134, 6.029, -1.792)
C (0.012, 2.336, -1.248)
C (-0.651, 1.135, -1.523)
C (-1.613, 0.721, -0.423)
C (-1.103, -0.429, 0.263)
C (-1.884, -0.890, 1.431)
C (-2.930, -0.119, 1.960)
C (-3.107, 1.215, 1.440)
C (-2.523, 1.592, 0.241)
Re (0.304, 1.065, 0.095)
P (2.252, -0.098, 0.391)
H (-0.498, 2.862, -3.845)
H (0.882, 4.736, -0.202)
H (-0.798, 5.147, -4.818)
H (0.310, 6.966, -1.246)
H (-2.716, 2.548, -0.224)
H (-0.590, -1.189, -0.333)
H (-3.673, 1.940, 2.016)
H (-1.692, -1.898, 1.819)
C (1.709, -1.391, 1.614)
C (2.219, -2.819, 1.382)
H (0.604, -1.405, 1.640)
H (2.018, -1.075, 2.621)
H (1.976, -3.410, 2.281)
H (1.741, -3.314, 0.523)
H (3.306, -2.836, 1.234)
C (2.586, -0.985, -1.185)
C (3.298, -0.126, -2.216)
H (1.609, -1.274, -1.598)
H (3.124, -1.919, -0.968)
H (3.398, -0.683, -3.150)
H (2.736, 0.787, -2.444)
H (4.290, 0.180, -1.878)
C (3.842, 0.653, 0.885)
C (4.867, -0.382, 1.331)
H (3.653, 1.387, 1.679)
H (4.211, 1.231, 0.025)
H (5.819, 0.103, 1.575)
H (4.537, -0.941, 2.212)
H (5.057, -1.118, 0.541)
Br (-3.742, -0.645, 3.515)
P (-2.065, -3.026, -1.584)
C (-0.369, -3.298, -1.012)
C (-0.033, -4.784, -1.193)
H (-0.312, -3.029, 0.047)
H (0.321, -2.667, -1.586)
H (1.050, -4.965, -1.152)
H (-0.515, -5.374, -0.396)
H (-0.417, -5.124, -2.166)
C (-3.285, -3.058, -0.221)
C (-4.571, -3.841, -0.510)
H (-3.533, -2.022, 0.057)
H (-2.773, -3.532, 0.629)
H (-5.173, -3.879, 0.404)
H (-5.169, -3.362, -1.291)
H (-4.330, -4.868, -0.805)
C (-2.370, -1.546, -2.585)
C (-2.951, -2.022, -3.922)
H (-1.450, -0.956, -2.692)
H (-3.095, -0.937, -2.029)
H (-3.333, -1.180, -4.498)
H (-2.197, -2.542, -4.521)
H (-3.777, -2.722, -3.737)
N (2.148, 0.643, 6.216)
C (1.695, 1.352, 5.401)
C (1.129, 2.143, 4.333)
C (0.415, 3.317, 4.534)
C (-0.178, 3.942, 3.443)
C (-0.073, 3.330, 2.176)
N (0.630, 2.186, 1.985)
C (1.281, 1.640, 3.034)
H (0.321, 3.739, 5.534)
H (-0.747, 4.882, 3.512)
H (-0.546, 3.778, 1.296)
H (1.896, 0.767, 2.826)